1.
# C5H11NO

A 2-piece molecular cluster, C5H11NO overall in a non-equilibrium geometry (ωB97M-V/def2-TZVPD, the Open Molecules 2025 dataset).

Element x y z (Å)
1 N -2.49 -0.93 -0.11
2 C -1.16 -1.30 0.25
3 C -0.11 -1.03 -0.62
4 C 1.36 -0.91 -0.25
5 C 1.90 0.31 0.12
6 C 3.31 0.74 -0.03
7 H -3.29 -1.29 0.44
8 H -2.62 -1.18 -1.16
9 H -1.00 -1.54 1.34
10 H -0.49 -0.75 -1.62
11 H 1.78 -1.90 -0.63
12 H 1.24 1.07 0.35
13 H 3.84 0.75 0.91
14 H 3.80 0.08 -0.71
15 H 3.34 1.62 -0.65
16 H -2.12 1.44 0.25
17 H -1.38 2.61 1.03
18 O -2.18 2.34 0.55

Values from the calculation:
- relative energy (zero: lowest compared OMol25 entry of this formula, charge and spin) (kcal per mole) = 71.7
- 2S+1 = 1
- HOMO energy (Ha) = -0.3036
- frontier orbital gap (eV) = 9.27
- strongest force on any atom (eV/A) = 4.60


2.
# C5H11NO

C5H11NO as an isolated structure (ωB97M-V/def2-TZVPD, the Open Molecules 2025 dataset).

Element x y z (Å)
1 C -1.83 -0.97 -0.56
2 C -1.57 0.10 0.48
3 N -0.15 0.39 0.64
4 C 0.58 0.69 1.75
5 C 0.70 0.86 -0.29
6 C 1.98 0.17 -0.66
7 O 1.79 -0.71 -1.76
8 H -2.90 -1.05 -0.77
9 H -1.48 -1.95 -0.22
10 H -1.32 -0.73 -1.50
11 H -2.07 1.04 0.19
12 H -1.95 -0.18 1.47
13 H 0.83 1.73 1.96
14 H 0.74 -0.05 2.53
15 H 0.31 1.56 -1.04
16 H 2.73 0.89 -0.99
17 H 2.39 -0.36 0.21
18 H 1.21 -1.42 -1.44

Values from the calculation:
- relative energy (zero: lowest compared OMol25 entry of this formula, charge and spin) (kcal per mole) = 97.4
- 2S+1 = 1
- HOMO energy (Ha) = -0.2873
- frontier orbital gap (eV) = 8.46
- strongest force on any atom (eV/A) = 0.43


3.
# C5H11NO

A 2-piece molecular cluster, C5H11NO overall in a non-equilibrium geometry (ωB97M-V/def2-TZVPD, the Open Molecules 2025 dataset).

Element x y z (Å)
1 C 0.03 2.17 0.59
2 N 0.78 0.32 -1.89
3 C 1.11 0.05 -0.52
4 C 0.74 0.81 0.55
5 C 3.28 -0.92 0.12
6 C 2.02 -1.05 -0.35
7 H 0.22 2.80 -0.24
8 H 0.31 2.86 1.36
9 H -0.99 1.93 0.69
10 H 0.34 1.10 -2.14
11 H 1.37 -0.02 -2.61
12 H 1.06 0.61 1.50
13 H 3.70 0.12 0.47
14 H 3.90 -1.72 0.52
15 H 1.41 -2.04 -0.54
16 H -7.00 -2.24 0.37
17 H -5.74 -2.14 1.12
18 O -6.57 -2.66 1.03

Values from the calculation:
- relative energy (zero: lowest compared OMol25 entry of this formula, charge and spin) (kcal per mole) = 75.0
- 2S+1 = 1
- HOMO energy (Ha) = -0.2948
- frontier orbital gap (eV) = 8.95
- strongest force on any atom (eV/A) = 5.01


4.
# C5H11NO

A single C5H11NO molecule (ωB97M-V/def2-TZVPD, the Open Molecules 2025 dataset).

Element x y z (Å)
1 C 2.14 1.02 0.10
2 N 0.82 0.65 -0.44
3 C 0.22 -0.82 0.29
4 O 0.86 -1.11 1.29
5 C -0.89 -1.14 -0.41
6 C -1.92 -2.06 0.18
7 C -0.25 1.62 -0.08
8 H 2.20 2.11 0.20
9 H 2.94 0.68 -0.56
10 H 2.25 0.53 1.07
11 H 0.87 0.49 -1.44
12 H -1.12 -0.63 -1.34
13 H -1.58 -2.38 1.17
14 H -2.11 -2.95 -0.43
15 H -2.88 -1.54 0.31
16 H -1.21 1.32 -0.50
17 H -0.35 1.59 1.01
18 H 0.02 2.62 -0.42

Values from the calculation:
- relative energy (zero: lowest compared OMol25 entry of this formula, charge and spin) (kcal per mole) = 56.0
- 2S+1 = 1
- HOMO energy (Ha) = -0.2651
- frontier orbital gap (eV) = 7.90
- strongest force on any atom (eV/A) = 0.42


5.
# C5H11NO

A single C5H11NO molecule in a non-equilibrium geometry (ωB97M-V/def2-TZVPD, the Open Molecules 2025 dataset).

Element x y z (Å)
1 C -0.56 0.20 0.15
2 C -1.35 0.88 1.45
3 C 1.66 -0.77 0.88
4 C 0.00 0.28 -2.24
5 C 0.21 -1.15 0.44
6 N -0.56 0.82 -0.97
7 O -1.23 1.86 -1.14
8 H -1.44 0.08 2.27
9 H -0.60 1.53 1.78
10 H -2.26 1.38 1.16
11 H 1.49 -0.17 1.70
12 H 2.12 -0.18 0.17
13 H 2.35 -1.58 1.19
14 H -0.18 0.90 -3.04
15 H 1.11 -0.02 -2.25
16 H -0.53 -0.63 -2.46
17 H -0.28 -1.63 1.33
18 H 0.08 -1.82 -0.42

Values from the calculation:
- relative energy (zero: lowest compared OMol25 entry of this formula, charge and spin) (kcal per mole) = 90.8
- 2S+1 = 1
- HOMO energy (Ha) = -0.2988
- frontier orbital gap (eV) = 9.04
- strongest force on any atom (eV/A) = 4.35


6.
# C5H11NO

A single C5H11NO molecule (ωB97M-V/def2-TZVPD, the Open Molecules 2025 dataset).

Element x y z (Å)
1 C 1.68 -1.15 0.76
2 C 0.20 -0.86 0.97
3 C -0.43 -0.08 -0.19
4 C -1.95 -0.27 -0.25
5 N -0.08 1.34 -0.09
6 C 0.27 2.09 -1.16
7 O 0.41 1.66 -2.30
8 H 1.83 -1.78 -0.12
9 H 2.25 -0.22 0.62
10 H 2.11 -1.68 1.62
11 H -0.35 -1.81 1.09
12 H 0.04 -0.30 1.90
13 H 0.00 -0.40 -1.14
14 H -2.18 -1.31 -0.50
15 H -2.42 -0.04 0.71
16 H -2.39 0.37 -1.02
17 H -0.26 1.81 0.78
18 H 0.43 3.15 -0.90

Values from the calculation:
- relative energy (zero: lowest compared OMol25 entry of this formula, charge and spin) (kcal per mole) = 5.1
- 2S+1 = 1
- HOMO energy (Ha) = -0.3573
- frontier orbital gap (eV) = 10.63
- strongest force on any atom (eV/A) = 0.35


7.
# C5H11NO

A 2-piece molecular cluster, C5H11NO overall (ωB97M-V/def2-TZVPD, the Open Molecules 2025 dataset).

Element x y z (Å)
1 C 0.28 1.33 -0.04
2 N -0.12 -0.93 1.80
3 C 0.46 -1.06 0.58
4 C 0.68 -0.09 -0.33
5 C 1.40 -0.31 -1.59
6 C 1.36 -1.41 -2.34
7 H -0.68 1.65 -0.44
8 H 0.27 1.50 1.04
9 H 1.03 2.02 -0.41
10 H -0.72 -0.15 2.01
11 H -0.18 -1.69 2.46
12 H 0.84 -2.04 0.35
13 H 1.85 0.58 -1.99
14 H 0.76 -2.26 -2.02
15 H 1.92 -1.54 -3.25
16 H -3.55 1.21 1.10
17 H -2.14 1.80 0.87
18 O -3.01 1.99 1.23

Values from the calculation:
- relative energy (zero: lowest compared OMol25 entry of this formula, charge and spin) (kcal per mole) = 42.7
- 2S+1 = 1
- HOMO energy (Ha) = -0.2809
- frontier orbital gap (eV) = 8.41
- strongest force on any atom (eV/A) = 0.90


8.
# C5H11NO

A single C5H11NO molecule in a non-equilibrium geometry (ωB97M-V/def2-TZVPD, the Open Molecules 2025 dataset).

Element x y z (Å)
1 C -1.12 0.88 -1.18
2 C -0.15 -0.22 -0.73
3 C 1.35 0.09 -1.03
4 N -0.38 -0.54 0.68
5 C -0.36 0.53 1.68
6 C 0.17 -1.73 1.02
7 O 0.24 -2.72 0.31
8 H -0.87 1.83 -0.69
9 H -1.04 0.99 -2.26
10 H -2.17 0.66 -0.93
11 H -0.42 -1.15 -1.25
12 H 2.18 -0.60 -0.75
13 H 1.40 0.14 -2.12
14 H 1.65 1.07 -0.62
15 H 0.50 1.21 1.56
16 H -1.28 1.11 1.64
17 H -0.30 0.10 2.68
18 H 0.61 -1.64 2.01

Values from the calculation:
- relative energy (zero: lowest compared OMol25 entry of this formula, charge and spin) (kcal per mole) = 21.3
- 2S+1 = 1
- HOMO energy (Ha) = -0.3417
- frontier orbital gap (eV) = 10.21
- strongest force on any atom (eV/A) = 1.35


| no. | calculated total energy (Eh) | M (g/mol) |
| --- | --- | --- |
| 1 | -327.017037 | 101.15 |
| 2 | -326.976069 | 101.15 |
| 3 | -327.011825 | 101.15 |
| 4 | -327.042143 | 101.15 |
| 5 | -326.986651 | 101.15 |
| 6 | -327.123164 | 101.15 |
| 7 | -327.063299 | 101.15 |
| 8 | -327.097386 | 101.15 |